[1]
# C44H57Br2CsN2O12

A molecular structure, C44H57Br2CsN2O12 at a distorted geometry (the ωB97M-V functional and the def2-TZVPD basis, OMol25).

Properties
Orbital gap (spin up / spin down) = 0.2126 / 0.2054 Eh
E_HOMO (spin up / spin down) = -0.1032 / -0.1002 Eh
LUMO (spin up / spin down) = 2.98 / 2.86 eV
DFT total energy = -7891.4918 Eh
Total charge = -2
Spin multiplicity = 1

Atoms and positions in Å:
1 Cs -15.086 -14.612 5.612
2 O -15.161 -14.625 -0.711
3 C -15.174 -14.595 0.688
4 O -15.890 -15.322 1.377
5 C -14.288 -13.431 1.136
6 C -13.445 -12.784 0.196
7 C -12.741 -11.645 0.579
8 C -12.812 -11.157 1.888
9 C -13.644 -11.911 2.826
10 N -14.310 -12.965 2.386
11 C -13.465 -11.422 4.372
12 O -12.929 -12.282 5.149
13 O -13.866 -10.252 4.611
14 H -15.854 -15.276 -1.003
15 H -13.445 -13.257 -0.790
16 H -12.039 -11.242 -0.117
17 H -12.264 -10.311 2.276
18 H -10.698 -12.218 5.690
19 C -21.730 -16.310 10.041
20 C -20.589 -16.962 10.912
21 C -20.583 -18.507 10.712
22 C -20.704 -16.541 12.394
23 C -19.222 -16.454 10.483
24 C -19.029 -15.259 9.821
25 C -17.777 -14.996 9.189
26 N -17.700 -14.248 8.071
27 C -18.435 -13.200 7.758
28 C -19.086 -12.358 8.710
29 C -19.804 -11.252 8.278
30 C -19.820 -10.944 6.883
31 C -19.256 -11.696 5.891
32 C -18.424 -12.783 6.270
33 O -17.698 -13.423 5.476
34 C -19.499 -11.392 4.422
35 C -20.610 -10.342 4.183
36 C -18.168 -10.857 3.816
37 C -19.949 -12.754 3.724
38 C -20.584 -10.283 9.190
39 C -20.089 -8.839 8.839
40 C -20.316 -10.555 10.684
41 C -22.102 -10.254 8.899
42 C -16.610 -15.883 9.450
43 O -15.564 -15.789 8.749
44 C -16.778 -16.875 10.485
45 C -18.071 -17.151 10.926
46 C -15.547 -17.610 10.986
47 C -14.445 -16.607 11.492
48 C -14.911 -18.460 9.848
49 C -15.911 -18.591 12.183
50 H -22.729 -16.695 10.330
51 H -21.531 -16.495 9.001
52 H -21.769 -15.229 10.238
53 H -21.574 -18.917 10.484
54 H -20.238 -18.970 11.607
55 H -19.880 -18.765 9.893
56 H -21.615 -16.916 12.857
57 H -20.621 -15.486 12.490
58 H -19.877 -17.000 12.935
59 H -19.761 -14.508 9.669
60 H -18.974 -12.584 9.741
61 H -20.341 -10.022 6.607
62 H -20.326 -9.330 4.451
63 H -21.479 -10.602 4.790
64 H -20.883 -10.415 3.116
65 H -17.779 -10.072 4.477
66 H -18.230 -10.389 2.794
67 H -17.388 -11.639 3.748
68 H -20.927 -13.103 4.080
69 H -19.143 -13.538 3.926
70 H -20.051 -12.619 2.661
71 H -19.046 -8.842 8.601
72 H -20.239 -8.152 9.708
73 H -20.643 -8.439 7.989
74 H -19.288 -10.414 10.955
75 H -20.482 -11.595 10.969
76 H -20.881 -9.863 11.334
77 H -22.297 -10.090 7.828
78 H -22.609 -9.432 9.454
79 H -22.612 -11.184 9.140
80 H -18.270 -17.913 11.672
81 H -13.976 -16.075 10.644
82 H -13.653 -17.192 11.954
83 H -14.857 -15.909 12.225
84 H -14.607 -17.878 9.002
85 H -15.653 -19.166 9.495
86 H -14.083 -19.047 10.243
87 H -16.153 -18.029 13.105
88 H -15.019 -19.215 12.443
89 H -16.753 -19.275 11.957
90 O -7.825 -12.189 5.333
91 C -8.815 -11.841 5.919
92 O -9.864 -12.676 5.912
93 C -9.024 -10.580 6.815
94 C -9.848 -10.970 8.107
95 C -9.869 -9.805 9.106
96 C -10.917 -8.837 8.532
97 C -11.232 -9.506 7.175
98 O -11.269 -10.917 7.556
99 C -9.880 -9.401 6.309
100 C -10.154 -9.102 4.793
101 O -9.702 -8.039 4.346
102 O -10.878 -9.982 4.279
103 H -8.044 -10.158 7.080
104 H -9.645 -11.950 8.498
105 H -10.258 -10.189 10.056
106 H -8.886 -9.403 9.279
107 H -11.792 -8.822 9.193
108 H -10.615 -7.800 8.367
109 H -12.125 -9.120 6.720
110 H -9.292 -8.562 6.703
111 Br -11.079 -16.965 2.395
112 C -11.053 -15.897 4.026
113 Br -11.865 -16.840 5.608
114 H -11.751 -15.074 3.860
115 H -10.022 -15.646 4.328
116 O -16.066 -8.727 6.140
117 H -15.337 -9.295 5.830
118 H -15.944 -8.679 7.098

[2]
# C32H23BBr2F2IN4Tl

A molecular structure, C32H23BBr2F2IN4Tl (the ωB97M-V functional and the def2-TZVPD basis, OMol25).

Properties
Energy relative to the best compared isomer or geometry (same formula, charge and spin) = 0.000 eV
Orbital gap = 0.2364 Eh
E_HOMO = -0.2523 Eh
LUMO = -0.43 eV
DFT total energy = -7295.1651 Eh
Total charge = 0
Spin multiplicity = 1

Atoms and positions in Å:
1 Tl 0.039 0.094 -0.059
2 Br 4.840 0.305 5.577
3 C 3.735 0.438 4.046
4 C 4.022 -0.309 2.917
5 C 3.185 -0.146 1.828
6 N 2.128 0.654 1.821
7 C 1.834 1.344 2.925
8 C 2.640 1.278 4.063
9 C 0.586 2.149 2.896
10 C 0.076 2.754 4.045
11 C -1.097 3.475 3.947
12 Br -1.810 4.309 5.488
13 C -1.749 3.587 2.732
14 C -1.180 2.933 1.653
15 N -0.057 2.229 1.727
16 H 4.863 -0.986 2.886
17 H 3.368 -0.694 0.909
18 H 2.438 1.877 4.937
19 H 0.564 2.661 5.004
20 H -2.665 4.152 2.635
21 H -1.643 2.975 0.673
22 I 2.377 0.502 -2.177
23 C 1.208 1.805 -3.418
24 C 1.832 2.259 -4.542
25 C 1.137 3.119 -5.413
26 C -0.145 3.484 -5.121
27 C -0.796 3.004 -3.961
28 C -2.134 3.371 -3.689
29 C -2.779 2.862 -2.601
30 C -2.102 1.985 -1.726
31 C -0.784 1.621 -1.891
32 C -0.121 2.127 -3.050
33 H 2.849 1.973 -4.771
34 H 1.630 3.480 -6.306
35 H -0.693 4.144 -5.784
36 H -2.635 4.055 -4.365
37 H -3.812 3.127 -2.404
38 H -2.673 1.575 -0.893
39 C -0.433 -2.814 -2.536
40 N -1.165 -2.212 -1.434
41 C -2.416 -2.070 -1.549
42 C -3.263 -1.456 -0.547
43 C -4.493 -0.906 -0.798
44 C -4.936 -0.259 0.384
45 C -3.964 -0.434 1.321
46 N -2.925 -1.173 0.776
47 C -0.158 -4.275 -2.227
48 C -0.468 -5.266 -3.149
49 C -0.305 -6.606 -2.823
50 C 0.162 -6.963 -1.568
51 C 0.500 -5.976 -0.652
52 C 0.350 -4.639 -0.983
53 H 0.511 -2.275 -2.645
54 H -0.989 -2.740 -3.479
55 H -2.947 -2.334 -2.473
56 H -5.001 -0.941 -1.749
57 H -5.870 0.261 0.517
58 H -3.919 -0.120 2.350
59 H -0.842 -4.991 -4.128
60 H -0.559 -7.370 -3.548
61 H 0.262 -8.009 -1.305
62 H 0.867 -6.248 0.329
63 H 0.604 -3.867 -0.269
64 F -1.683 -1.196 2.810
65 B -1.889 -1.725 1.605
66 F -1.200 -2.810 1.309

[3]
# C19H46FN4O4

3 unconnected molecules or ions with the total composition C19H46FN4O4 (the ωB97M-V functional and the def2-TZVPD basis, OMol25).

Properties
Orbital gap = 0.2392 Eh
E_HOMO = -0.3630 Eh
LUMO = -3.37 eV
DFT total energy = -1371.0215 Eh
Total charge = +1
Spin multiplicity = 1

Atoms and positions in Å:
1 C -2.499 4.299 -5.818
2 C -3.053 3.208 -4.897
3 C -2.530 1.819 -5.190
4 F -2.998 0.966 -4.210
5 C -0.986 1.721 -5.212
6 C -0.510 1.524 -6.635
7 N 1.001 1.462 -6.688
8 C 1.689 1.370 -5.344
9 C 0.933 0.545 -4.302
10 N -0.516 0.553 -4.495
11 H -1.560 4.700 -5.440
12 H -2.365 3.955 -6.844
13 H -3.197 5.132 -5.864
14 H -4.139 3.181 -4.970
15 H -2.811 3.438 -3.857
16 H -2.941 1.461 -6.138
17 H -0.576 2.655 -4.796
18 H -0.870 2.281 -7.327
19 H -0.885 0.556 -6.963
20 H 1.289 0.688 -7.283
21 H 1.340 2.308 -7.142
22 H 1.853 2.385 -5.000
23 H 2.662 0.916 -5.517
24 H 1.194 0.988 -3.335
25 H 1.301 -0.480 -4.278
26 H -0.999 0.429 -3.618
27 C 2.031 -5.129 0.199
28 O 1.443 -4.506 -0.928
29 C 0.047 -4.269 -0.823
30 C -0.256 -2.791 -0.709
31 N 0.187 -2.246 0.563
32 C 0.147 -0.792 0.670
33 C 0.973 0.037 -0.306
34 O 2.371 -0.035 -0.130
35 C 3.000 -1.181 -0.671
36 H 3.027 -5.454 -0.096
37 H 2.128 -4.446 1.050
38 H 1.454 -6.002 0.516
39 H -0.377 -4.819 0.022
40 H -0.417 -4.648 -1.738
41 H -1.339 -2.649 -0.794
42 H 0.211 -2.298 -1.575
43 H 1.122 -2.572 0.767
44 H 0.475 -0.525 1.676
45 H -0.897 -0.472 0.589
46 H 0.712 1.085 -0.133
47 H 0.716 -0.187 -1.353
48 H 2.521 -1.504 -1.601
49 H 3.007 -2.017 0.032
50 H 4.036 -0.916 -0.881
51 C 1.690 -0.206 8.219
52 O 0.850 -1.086 7.500
53 C -0.522 -1.041 7.865
54 C -1.372 -0.433 6.771
55 N -1.101 0.988 6.610
56 C -1.707 1.613 5.442
57 C -1.357 1.081 4.056
58 O -0.031 1.345 3.636
59 C 0.949 0.453 4.131
60 H 2.718 -0.498 8.010
61 H 1.560 0.839 7.915
62 H 1.514 -0.280 9.296
63 H -0.651 -0.496 8.805
64 H -0.849 -2.072 8.024
65 H -2.425 -0.562 7.038
66 H -1.190 -1.012 5.856
67 H -0.101 1.141 6.591
68 H -1.441 2.673 5.464
69 H -2.795 1.559 5.555
70 H -1.999 1.601 3.341
71 H -1.574 0.010 3.957
72 H 0.561 -0.566 4.214
73 H 1.344 0.770 5.099
74 H 1.777 0.453 3.419

[4]
# C53H66F3N11O2

10 unconnected molecules or ions with the total composition C53H66F3N11O2 at a distorted geometry (the ωB97M-V functional and the def2-TZVPD basis, OMol25).

Properties
SMILES string = CCCCN1C(=O)c2c(C(F)(F)F)cc(N)c(CC(C)C)c2C1=O.c1cc[nH]c1.c1cc[nH]c1.c1cc[nH]c1.c1cc[nH]c1.c1cc[nH]c1.c1cc[nH]c1.c1cc[nH]c1.c1cc[nH]c1.c1cc[nH]c1
Orbital gap = 0.2672 Eh
E_HOMO = -0.2991 Eh
LUMO = -0.87 eV
DFT total energy = -3111.5637 Eh
Total charge = 0
Spin multiplicity = 1

Atoms and positions in Å:
1 C -0.934 1.374 -4.176
2 C -1.261 1.287 -2.674
3 C -1.446 -0.133 -2.156
4 C -0.124 -0.912 -1.856
5 N 1.068 -0.109 -2.034
6 C 1.958 0.157 -0.998
7 O 1.792 -0.118 0.154
8 C 3.120 0.834 -1.644
9 C 4.198 1.546 -1.131
10 C 4.397 1.739 0.351
11 F 3.298 2.155 0.971
12 F 4.776 0.578 0.921
13 F 5.359 2.632 0.608
14 C 5.118 2.084 -2.029
15 C 4.990 1.926 -3.412
16 N 5.966 2.524 -4.241
17 C 3.915 1.177 -3.944
18 C 3.756 0.941 -5.424
19 C 4.846 0.028 -6.008
20 C 4.750 0.095 -7.534
21 C 4.644 -1.425 -5.524
22 C 3.013 0.659 -3.018
23 C 1.775 -0.155 -3.242
24 O 1.443 -0.783 -4.201
25 H -0.763 0.374 -4.568
26 H -1.752 1.813 -4.735
27 H -0.013 1.924 -4.344
28 H -2.214 1.795 -2.527
29 H -0.554 1.856 -2.080
30 H -1.992 -0.686 -2.917
31 H -2.074 -0.146 -1.271
32 H -0.171 -1.322 -0.854
33 H -0.079 -1.750 -2.543
34 H 5.947 2.646 -1.630
35 H 6.020 3.517 -4.041
36 H 5.708 2.438 -5.215
37 H 2.805 0.452 -5.591
38 H 3.726 1.902 -5.942
39 H 5.830 0.355 -5.688
40 H 3.710 0.028 -7.842
41 H 5.146 1.040 -7.904
42 H 5.305 -0.717 -7.994
43 H 4.280 -2.030 -6.350
44 H 3.896 -1.498 -4.741
45 H 5.575 -1.859 -5.176
46 N 3.549 -1.790 2.354
47 C 3.671 -0.967 3.437
48 C 4.489 -1.582 4.346
49 C 4.878 -2.828 3.785
50 C 4.281 -2.927 2.555
51 H 3.003 -1.588 1.535
52 H 3.167 -0.016 3.467
53 H 4.777 -1.185 5.305
54 H 5.520 -3.567 4.236
55 H 4.314 -3.706 1.811
56 N 7.815 -4.901 2.412
57 C 7.510 -5.791 3.404
58 C 8.526 -6.706 3.477
59 C 9.486 -6.351 2.491
60 C 9.019 -5.233 1.853
61 H 7.244 -4.121 2.139
62 H 6.600 -5.697 3.972
63 H 8.577 -7.536 4.162
64 H 10.412 -6.857 2.277
65 H 9.439 -4.648 1.053
66 N -4.178 3.964 -4.902
67 C -5.301 4.021 -4.121
68 C -4.960 4.624 -2.941
69 C -3.576 4.944 -3.014
70 C -3.122 4.530 -4.236
71 H -4.135 3.568 -5.822
72 H -6.241 3.630 -4.470
73 H -5.626 4.814 -2.117
74 H -2.984 5.426 -2.254
75 H -2.146 4.584 -4.688
76 N -0.126 -0.521 2.445
77 C -0.158 0.396 3.455
78 C -1.275 0.155 4.211
79 C -1.942 -0.960 3.637
80 C -1.203 -1.353 2.551
81 H 0.584 -0.575 1.733
82 H 0.612 1.143 3.549
83 H -1.578 0.712 5.079
84 H -2.853 -1.421 3.983
85 H -1.351 -2.156 1.847
86 N -2.128 2.958 -8.072
87 C -2.318 4.316 -8.068
88 C -1.443 4.863 -8.965
89 C -0.698 3.795 -9.536
90 C -1.144 2.634 -8.965
91 H -2.629 2.296 -7.508
92 H -3.055 4.775 -7.430
93 H -1.346 5.912 -9.190
94 H 0.076 3.873 -10.281
95 H -0.848 1.611 -9.118
96 N -4.175 -2.206 0.395
97 C -5.534 -2.339 0.345
98 C -5.834 -3.221 -0.658
99 C -4.605 -3.639 -1.237
100 C -3.600 -3.000 -0.560
101 H -3.669 -1.618 1.036
102 H -6.169 -1.798 1.025
103 H -6.823 -3.536 -0.945
104 H -4.474 -4.332 -2.051
105 H -2.530 -3.039 -0.676
106 N -2.709 2.501 6.985
107 C -2.904 3.748 7.520
108 C -4.121 4.201 7.089
109 C -4.682 3.189 6.263
110 C -3.788 2.154 6.219
111 H -1.897 1.929 7.128
112 H -2.163 4.202 8.156
113 H -4.561 5.152 7.337
114 H -5.633 3.219 5.759
115 H -3.827 1.205 5.712
116 N -0.913 0.823 9.829
117 C -1.166 -0.066 10.837
118 C -0.118 -0.945 10.893
119 C 0.805 -0.571 9.878
120 C 0.288 0.524 9.241
121 H -1.517 1.579 9.563
122 H -2.066 0.002 11.424
123 H -0.022 -1.766 11.583
124 H 1.740 -1.051 9.645
125 H 0.670 1.113 8.424
126 N -8.977 -2.287 1.397
127 C -8.797 -1.884 2.692
128 C -9.169 -2.918 3.508
129 C -9.588 -3.988 2.672
130 C -9.457 -3.568 1.376
131 H -8.787 -1.728 0.586
132 H -8.422 -0.901 2.921
133 H -9.143 -2.911 4.585
134 H -9.943 -4.955 2.986
135 H -9.661 -4.069 0.445